C4H6O | ωB97M-V/def2-TZVPD

Atoms and positions in Å:
O1 2.654 -0.170 -0.035
C1 1.483 -0.358 -0.200
C2 0.258 0.119 0.718
C3 -0.715 0.925 -0.134
C4 -0.942 -0.536 0.133
H1 0.754 -1.071 -1.135
H2 0.502 0.311 1.772
H3 -1.333 1.742 0.256
H4 -0.331 1.134 -1.133
H5 -1.790 -1.027 0.614
H6 -0.510 -1.161 -0.764

Its spin multiplicity is 1. The energy relative to the best compared isomer or geometry (same formula, charge and spin) comes out at 2.0402 eV.

C4H6O | ωB97M-V/def2-TZVPD

Atoms and positions in Å:
O1 2.781 -0.112 0.009
C1 1.676 -0.305 -0.239
C2 0.093 0.175 0.832
C3 -0.733 0.973 -0.131
C4 -0.995 -0.418 0.303
H1 0.436 -1.220 -1.273
H2 0.543 0.315 1.805
H3 -1.360 1.797 0.213
H4 -0.303 1.125 -1.131
H5 -1.813 -1.070 0.566
H6 -0.325 -1.259 -0.955

Its spin multiplicity is 1. The energy relative to the best compared isomer or geometry (same formula, charge and spin) comes out at 4.4860 eV.

C4H6O | ωB97M-V/def2-TZVPD

Atoms and positions in Å:
C1 1.673 0.207 0.158
O1 0.684 -0.785 0.090
C2 -0.553 -0.321 0.499
C3 -1.122 0.727 -0.474
C4 -2.016 0.278 -1.165
H1 1.469 1.027 -0.547
H2 2.615 -0.280 -0.094
H3 1.722 0.622 1.175
H4 -1.205 -1.202 0.490
H5 -0.564 0.106 1.503
H6 -2.703 -0.379 -1.636

Its spin multiplicity is 1. The energy relative to the best compared isomer or geometry (same formula, charge and spin) comes out at 3.5179 eV. The SMILES is C#CCOC.

C4H6O | ωB97M-V/def2-TZVPD

Atoms and positions in Å:
C1 -0.624 1.099 0.209
C2 -1.943 0.392 0.027
C3 -0.123 -0.184 -0.508
C4 1.093 -0.763 0.200
O1 -1.392 -0.775 -0.223
H1 -0.523 2.074 -0.307
H2 -0.259 0.977 1.187
H3 -0.244 -0.103 -1.550
H4 1.753 0.067 0.456
H5 1.630 -1.430 -0.486
H6 0.633 -1.354 0.994

Its spin multiplicity is 1. The energy relative to the best compared isomer or geometry (same formula, charge and spin) comes out at 3.3482 eV.

C4H6O | ωB97M-V/def2-TZVPD

Atoms and positions in Å:
O1 -0.979 1.228 -2.292
C1 -0.383 1.046 -1.327
C2 -0.695 -0.413 -0.108
C3 0.632 -1.054 0.164
C4 -0.136 -0.197 1.091
H1 0.735 1.672 0.061
H2 -1.650 -0.735 -0.494
H3 0.677 -2.132 0.319
H4 1.519 -0.632 -0.329
H5 -0.410 -0.106 2.129
H6 0.690 1.323 0.787

Its spin multiplicity is 1. The energy relative to the best compared isomer or geometry (same formula, charge and spin) comes out at 4.5087 eV.

C4H6O | ωB97M-V/def2-TZVPD

Atoms and positions in Å:
C1 -0.333 -0.533 0.386
C2 -0.138 0.620 -0.430
O1 -2.272 0.125 0.003
C3 1.299 -0.066 -0.003
C4 2.506 -0.174 0.038
H1 -3.231 0.032 0.078
H2 -0.485 -1.495 -0.084
H3 -0.425 -0.417 1.457
H4 -0.274 0.522 -1.497
H5 -0.215 1.595 0.031
H6 3.568 -0.209 0.022

Its spin multiplicity is 1. The energy relative to the best compared isomer or geometry (same formula, charge and spin) comes out at 5.9352 eV.

C4H6O | ωB97M-V/def2-TZVPD

Atoms and positions in Å:
C1 -0.182 -1.032 0.388
C2 0.836 0.127 0.488
C3 -0.146 1.102 -0.248
O1 0.128 1.066 -1.562
C4 -0.878 -0.137 -0.596
H1 -0.747 -1.107 1.339
H2 0.119 -2.041 0.096
H3 1.113 0.449 1.483
H4 1.688 -0.066 -0.168
H5 -0.529 1.991 0.261
H6 -1.431 -0.399 -1.478

Its spin multiplicity is 1. The energy relative to the best compared isomer or geometry (same formula, charge and spin) comes out at 3.1896 eV.

C4H6O | ωB97M-V/def2-TZVPD

Atoms and positions in Å:
C1 1.600 0.697 0.810
O1 1.192 -0.493 0.165
C2 -2.255 -0.738 -0.323
C3 -1.005 -0.502 -0.609
C4 0.268 -0.295 -0.835
H1 0.746 1.361 0.992
H2 2.355 1.238 0.223
H3 2.033 0.399 1.767
H4 -2.676 -1.736 -0.415
H5 -2.911 0.053 0.033
H6 0.654 0.016 -1.808

Its spin multiplicity is 1. The energy relative to the best compared isomer or geometry (same formula, charge and spin) comes out at 1.8485 eV. The SMILES is C=C=COC.

C4H6O | ωB97M-V/def2-TZVPD

Atoms and positions in Å:
O1 1.068 1.456 -1.155
C1 0.767 0.671 -0.300
C2 0.431 -0.847 -0.301
C3 0.182 -0.592 1.175
C4 0.498 0.715 1.169
H1 -0.444 -1.121 -0.898
H2 1.266 -1.507 -0.559
H3 -0.130 -1.260 1.968
H4 -2.285 0.217 -1.648
H5 0.523 1.493 1.923
H6 -1.875 0.773 -1.374

Its spin multiplicity is 1. The energy relative to the best compared isomer or geometry (same formula, charge and spin) comes out at 1.7771 eV.

C4H6O2 | ωB97M-V/def2-TZVPD

Atoms and positions in Å:
O1 -0.971 1.735 0.296
C1 -0.029 0.879 -0.282
C2 0.958 0.054 0.629
C3 0.345 -1.210 0.032
O2 -1.044 -1.150 0.350
C4 -0.580 -0.446 -0.806
H1 -1.693 1.171 0.610
H2 0.521 1.448 -1.035
H3 2.016 0.208 0.391
H4 0.788 0.174 1.701
H5 0.769 -2.194 -0.145
H6 -1.080 -0.670 -1.743

Its spin multiplicity is 1. The energy relative to the best compared isomer or geometry (same formula, charge and spin) comes out at 2.5332 eV. The SMILES is O[C@H]1C[C@H]2O[C@@H]12.

C4H6O2 | ωB97M-V/def2-TZVPD

Atoms and positions in Å:
O1 0.159 -1.371 -1.331
C1 0.018 -0.349 -0.402
C2 -0.942 -0.309 0.706
C3 -0.316 1.044 -0.689
O2 0.832 1.629 -0.328
C4 1.201 0.394 0.322
H1 -0.086 -2.177 -0.856
H2 -2.006 -0.270 0.558
H3 -0.638 -0.888 1.595
H4 -1.119 1.643 -1.107
H5 0.628 0.485 1.294
H6 2.269 0.170 0.240

Its spin multiplicity is 1. The energy relative to the best compared isomer or geometry (same formula, charge and spin) comes out at 5.3268 eV.

C4H6O2 | ωB97M-V/def2-TZVPD

Atoms and positions in Å:
O1 -1.303 -1.793 0.818
C1 -0.686 -0.833 0.426
C2 0.689 -0.831 -0.226
C3 0.904 0.633 -0.619
O2 -0.354 1.295 -0.470
C4 -1.122 0.623 0.498
H1 0.699 -1.517 -1.077
H2 1.417 -1.191 0.506
H3 1.663 1.114 0.012
H4 1.204 0.755 -1.663
H5 -2.185 0.748 0.277
H6 -0.924 0.996 1.519

Its spin multiplicity is 1. The energy relative to the best compared isomer or geometry (same formula, charge and spin) comes out at 0.9230 eV. The SMILES is O=C1CCOC1.

no.,maximum force (Eh/bohr)
1,0.0749
2,0.0243
3,0.0290
4,0.0582
5,0.0257
6,0.0443
7,0.0256
8,0.0067
9,0.0079
10,0.0076
11,0.0407
12,0.0114